# 1
{
  "formula": "C36H76ClO32P4",
  "method": "wB97M-V/def2-TZVPD",
  "homo_ha": -0.293,
  "charge": -1,
  "lumo_ha": 0.0700,
  "mol_weight_g_mol": 1180.321,
  "gap_ev": 9.881,
  "species": ["Cl", "O", "O", "O", "O", "C", "C", "O", "C", "O", "O", "H", "H", "H", "H", "C", "C", "O", "C", "O", "O", "H", "H", "H", "H", "C", "C", "O", "C", "O", "O", "H", "H", "H", "H", "C", "C", "O", "C", "O", "O", "H", "H", "H", "H", "C", "C", "O", "P", "O", "O", "C", "C", "O", "C", "C", "H", "H", "H", "H", "H", "H", "H", "H", "H", "H", "H", "H", "H", "H", "H", "C", "C", "O", "P", "O", "O", "C", "C", "O", "C", "C", "H", "H", "H", "H", "H", "H", "H", "H", "H", "H", "H", "H", "H", "H", "H", "C", "C", "O", "P", "O", "O", "C", "C", "O", "C", "C", "H", "H", "H", "H", "H", "H", "H", "H", "H", "H", "H", "H", "H", "H", "H", "C", "C", "O", "P", "O", "O", "C", "C", "O", "C", "C", "H", "H", "H", "H", "H", "H", "H", "H", "H", "H", "H", "H", "H", "H", "H"],
  "xyz": [[1.004, -2.068, -0.361], [1.083, -1.951, -1.786], [0.633, -3.447, -0.026], [2.290, -1.730, 0.175], [0.056, -1.102, 0.122], [-1.460, 1.629, 2.230], [-2.401, 1.060, 3.293], [-2.448, 2.179, 4.168], [-1.347, 2.903, 4.067], [-1.023, 3.749, 4.814], [-0.817, 2.749, 2.774], [-2.022, 1.972, 1.362], [-0.796, 0.821, 1.921], [-1.906, 0.279, 3.870], [-3.362, 0.686, 2.941], [-1.534, -3.654, -3.212], [-0.357, -4.331, -3.886], [-0.888, -5.629, -4.414], [-2.109, -5.827, -3.862], [-2.819, -6.843, -3.968], [-2.498, -4.689, -3.132], [-1.857, -2.784, -3.783], [-1.172, -3.309, -2.244], [0.438, -4.520, -3.165], [0.125, -3.713, -4.643], [0.619, -7.942, 0.213], [-0.137, -6.942, -0.637], [-0.618, -7.754, -1.670], [-0.412, -9.080, -1.452], [-0.751, -10.002, -2.201], [0.176, -9.194, -0.282], [0.377, -7.790, 1.265], [1.667, -7.717, 0.019], [0.570, -6.244, -1.084], [-0.923, -6.411, -0.099], [-2.795, -2.877, 1.021], [-2.445, -4.294, 0.527], [-3.720, -4.954, 0.458], [-4.651, -4.050, 0.352], [-5.856, -4.214, 0.092], [-4.139, -2.818, 0.612], [-2.199, -2.191, 0.419], [-2.638, -2.593, 2.062], [-1.912, -4.931, 1.233], [-1.881, -4.315, -0.406], [1.034, -1.396, -5.501], [0.059, -1.792, -6.660], [-0.639, -0.649, -7.043], [-1.956, -0.156, -6.212], [-2.851, -1.232, -5.706], [-1.359, 0.773, -4.986], [-2.124, 1.198, -3.906], [-1.731, 0.326, -2.667], [-2.630, 0.884, -7.308], [-1.914, 1.924, -8.019], [-3.042, 2.609, -8.762], [1.736, -2.213, -5.329], [1.574, -0.509, -5.832], [0.595, -1.043, -4.567], [0.616, -2.017, -7.569], [-0.599, -2.605, -6.353], [-1.939, 2.250, -3.687], [-3.197, 1.111, -4.077], [-1.728, -0.756, -2.797], [-0.695, 0.535, -2.398], [-2.377, 0.332, -1.789], [-1.557, 2.775, -7.440], [-1.187, 1.588, -8.759], [-2.517, 3.188, -9.521], [-3.553, 1.876, -9.386], [-3.776, 3.227, -8.245], [1.477, 5.933, 2.872], [1.997, 4.577, 2.413], [3.448, 4.568, 2.367], [4.412, 3.556, 3.221], [3.996, 3.383, 4.634], [5.922, 4.164, 3.004], [7.081, 3.844, 3.787], [7.821, 2.705, 3.082], [4.376, 2.164, 2.406], [4.819, 2.152, 1.047], [4.607, 0.726, 0.529], [1.478, 6.644, 2.046], [0.422, 5.911, 3.145], [2.062, 6.421, 3.652], [1.532, 3.730, 2.917], [1.657, 4.432, 1.387], [7.743, 4.709, 3.823], [6.761, 3.608, 4.802], [7.822, 2.759, 1.993], [8.830, 2.638, 3.488], [7.265, 1.803, 3.337], [4.287, 2.858, 0.409], [5.858, 2.474, 0.974], [3.582, 0.367, 0.440], [4.984, 0.562, -0.480], [5.152, 0.123, 1.256], [1.511, 2.360, -1.011], [0.072, 2.671, -0.624], [-0.728, 3.445, -1.513], [-1.573, 4.632, -0.893], [-0.719, 5.708, -0.326], [-2.562, 3.974, 0.187], [-3.728, 4.666, 0.519], [-4.371, 4.117, 1.917], [-2.665, 5.175, -2.006], [-2.198, 5.899, -3.177], [-1.875, 4.876, -4.275], [2.068, 3.294, -0.935], [1.999, 1.606, -0.393], [1.599, 1.932, -2.010], [-0.516, 1.769, -0.457], [0.048, 3.177, 0.341], [-3.515, 5.715, 0.722], [-4.488, 4.594, -0.260], [-3.662, 4.087, 2.744], [-5.197, 4.808, 2.084], [-4.853, 3.146, 1.809], [-3.022, 6.457, -3.623], [-1.395, 6.602, -2.956], [-1.550, 5.292, -5.229], [-1.187, 4.104, -3.931], [-2.750, 4.274, -4.521], [-0.960, -0.862, 8.153], [-0.552, -0.726, 6.646], [-0.122, -2.015, 6.286], [0.293, -2.252, 4.770], [-0.722, -1.996, 3.761], [1.648, -1.403, 4.677], [1.890, -0.700, 3.479], [1.583, 0.770, 3.716], [0.847, -3.806, 4.778], [1.435, -4.326, 3.662], [1.318, -5.900, 3.549], [-1.497, -1.792, 8.339], [-0.155, -0.759, 8.880], [-1.638, -0.054, 8.425], [-1.430, -0.488, 6.046], [0.279, -0.022, 6.594], [2.960, -0.827, 3.320], [1.387, -1.146, 2.621], [0.698, 0.879, 4.344], [2.395, 1.327, 4.183], [1.406, 1.245, 2.751], [1.065, -3.832, 2.764], [2.498, -4.105, 3.757], [1.826, -6.211, 2.635], [1.763, -6.369, 4.426], [0.261, -6.165, 3.521]]
}

---

# 2
{
  "formula": "C36H78N2O6",
  "method": "wB97M-V/def2-TZVPD",
  "smiles": "CCN(CC)CC.CCN(CC)CC.C1CCOC1.C1CCOC1.C1CCOC1.C1CCOC1.C1CCOC1.C1CCOC1",
  "homo_ha": -0.309,
  "charge": 0,
  "lumo_ha": 0.0166,
  "mol_weight_g_mol": 635.028,
  "gap_ev": 8.873,
  "species": ["C", "C", "C", "O", "C", "H", "H", "H", "H", "H", "H", "H", "H", "C", "C", "C", "O", "C", "H", "H", "H", "H", "H", "H", "H", "H", "C", "C", "C", "O", "C", "H", "H", "H", "H", "H", "H", "H", "H", "C", "C", "C", "O", "C", "H", "H", "H", "H", "H", "H", "H", "H", "C", "C", "C", "O", "C", "H", "H", "H", "H", "H", "H", "H", "H", "C", "C", "C", "O", "C", "H", "H", "H", "H", "H", "H", "H", "H", "C", "C", "N", "C", "C", "C", "C", "H", "H", "H", "H", "H", "H", "H", "H", "H", "H", "H", "H", "H", "H", "H", "C", "C", "N", "C", "C", "C", "C", "H", "H", "H", "H", "H", "H", "H", "H", "H", "H", "H", "H", "H", "H", "H"],
  "xyz": [[-7.949, -13.110, -6.307], [-8.598, -14.133, -5.383], [-8.474, -15.441, -6.182], [-8.309, -14.928, -7.493], [-8.364, -13.558, -7.683], [-6.875, -13.156, -6.125], [-8.354, -12.120, -6.098], [-9.587, -13.810, -5.056], [-8.042, -14.130, -4.446], [-9.416, -15.988, -6.137], [-7.555, -15.994, -5.989], [-9.330, -13.112, -7.925], [-7.835, -13.294, -8.599], [-0.868, -17.659, 2.044], [0.041, -16.722, 1.387], [0.595, -17.412, 0.137], [0.377, -18.778, 0.410], [-0.214, -19.046, 1.736], [-1.874, -17.620, 1.627], [-0.851, -17.547, 3.128], [0.881, -16.487, 2.041], [-0.499, -15.793, 1.203], [1.651, -17.203, -0.029], [-0.130, -17.239, -0.659], [0.615, -19.166, 2.433], [-0.962, -19.835, 1.811], [0.312, -14.435, -5.761], [-0.612, -14.095, -6.901], [0.357, -13.764, -8.086], [1.439, -14.552, -7.769], [1.668, -14.718, -6.378], [-0.115, -15.276, -5.215], [0.482, -13.640, -5.035], [-1.193, -13.188, -6.730], [-1.219, -14.940, -7.227], [0.701, -12.734, -8.170], [0.141, -14.013, -9.125], [2.417, -13.935, -6.259], [2.134, -15.639, -6.029], [-3.209, -9.625, -7.305], [-3.043, -9.933, -5.819], [-3.866, -11.154, -5.675], [-3.765, -11.808, -6.920], [-3.700, -10.832, -7.981], [-2.279, -9.218, -7.702], [-3.980, -8.859, -7.389], [-3.234, -9.056, -5.200], [-2.002, -10.188, -5.619], [-4.888, -10.985, -5.338], [-3.602, -11.849, -4.878], [-4.728, -10.785, -8.339], [-3.067, -11.165, -8.804], [-0.917, -21.165, -2.630], [-2.062, -20.886, -3.526], [-3.097, -21.964, -3.240], [-2.418, -22.942, -2.486], [-1.029, -22.656, -2.559], [-1.177, -20.674, -1.693], [-0.018, -20.840, -3.155], [-1.708, -20.915, -4.557], [-2.482, -19.893, -3.366], [-3.646, -22.422, -4.063], [-3.864, -21.554, -2.583], [-0.582, -23.233, -3.368], [-0.448, -22.960, -1.689], [-8.576, -16.573, -1.727], [-7.417, -17.563, -1.560], [-7.573, -18.457, -2.798], [-8.772, -17.964, -3.454], [-9.689, -17.411, -2.500], [-8.165, -15.813, -2.392], [-9.056, -16.151, -0.844], [-7.387, -18.180, -0.662], [-6.453, -17.092, -1.753], [-7.903, -19.476, -2.597], [-6.741, -18.514, -3.499], [-10.202, -18.158, -1.893], [-10.465, -16.756, -2.896], [-2.116, -8.700, 0.351], [-3.425, -8.546, 1.089], [-4.621, -8.664, 0.222], [-4.845, -10.117, -0.123], [-5.594, -10.100, -1.488], [-5.731, -8.014, 0.882], [-5.539, -6.481, 0.913], [-1.812, -7.759, -0.108], [-2.127, -9.554, -0.326], [-1.365, -8.733, 1.140], [-3.538, -9.327, 1.841], [-3.439, -7.632, 1.683], [-3.943, -10.720, -0.232], [-5.494, -10.506, 0.662], [-4.893, -9.886, -2.296], [-6.061, -11.056, -1.722], [-6.364, -9.329, -1.471], [-5.912, -8.381, 1.892], [-6.629, -8.216, 0.299], [-6.500, -5.970, 0.871], [-4.975, -6.161, 0.037], [-5.033, -6.068, 1.786], [-4.118, -16.295, -5.513], [-3.316, -15.457, -4.532], [-3.555, -15.973, -3.178], [-2.660, -17.127, -2.906], [-2.986, -17.886, -1.656], [-3.620, -14.973, -2.107], [-4.925, -14.179, -2.343], [-3.801, -16.028, -6.521], [-5.143, -16.139, -5.176], [-3.997, -17.375, -5.436], [-2.255, -15.508, -4.778], [-3.663, -14.432, -4.665], [-2.620, -17.900, -3.673], [-1.627, -16.838, -2.710], [-2.847, -17.205, -0.817], [-4.014, -18.232, -1.552], [-2.338, -18.755, -1.546], [-2.800, -14.265, -2.227], [-3.668, -15.404, -1.107], [-5.725, -14.919, -2.316], [-5.040, -13.578, -3.245], [-5.218, -13.653, -1.435]]
}

---

# 3
{
  "formula": "C36H79NO15",
  "method": "wB97M-V/def2-TZVPD",
  "smiles": "CCC[C@@H](C)C1=C(CCCN)C(=O)OC1=O.COCCOC.COCCOC.COCCOC.COCCOC.COCCOC.COCCOC",
  "homo_ha": -0.331,
  "charge": 0,
  "lumo_ha": -0.0253,
  "mol_weight_g_mol": 766.020,
  "gap_ev": 8.313,
  "species": ["C", "C", "C", "C", "C", "C", "C", "C", "C", "C", "N", "C", "O", "O", "C", "O", "H", "H", "H", "H", "H", "H", "H", "H", "H", "H", "H", "H", "H", "H", "H", "H", "H", "H", "H", "C", "O", "C", "C", "O", "C", "H", "H", "H", "H", "H", "H", "H", "H", "H", "H", "C", "O", "C", "C", "O", "C", "H", "H", "H", "H", "H", "H", "H", "H", "H", "H", "C", "O", "C", "C", "O", "C", "H", "H", "H", "H", "H", "H", "H", "H", "H", "H", "C", "O", "C", "C", "O", "C", "H", "H", "H", "H", "H", "H", "H", "H", "H", "H", "C", "O", "C", "C", "O", "C", "H", "H", "H", "H", "H", "H", "H", "H", "H", "H", "C", "O", "C", "C", "O", "C", "H", "H", "H", "H", "H", "H", "H", "H", "H", "H"],
  "xyz": [[4.495, -0.699, 1.269], [3.872, 0.435, 0.429], [2.506, 0.051, -0.150], [1.373, -0.007, 0.910], [0.671, 1.353, 0.943], [0.387, -1.161, 0.784], [-0.876, -1.262, 1.256], [-1.804, -0.314, 1.949], [-2.533, 0.686, 1.015], [-4.049, 0.497, 0.958], [-4.526, -0.786, 0.465], [-1.356, -2.634, 0.958], [-2.434, -3.125, 1.166], [-0.362, -3.347, 0.343], [0.689, -2.483, 0.102], [1.593, -2.850, -0.591], [3.996, -1.654, 1.080], [5.553, -0.833, 1.033], [4.434, -0.505, 2.342], [4.533, 0.661, -0.410], [3.777, 1.338, 1.041], [2.614, -0.902, -0.647], [2.222, 0.771, -0.925], [1.856, -0.132, 1.890], [0.034, 1.485, 1.820], [0.088, 1.536, 0.038], [1.446, 2.125, 0.997], [-2.547, -0.924, 2.471], [-1.250, 0.230, 2.716], [-2.322, 1.701, 1.362], [-2.124, 0.621, 0.000], [-4.461, 1.290, 0.323], [-4.465, 0.655, 1.956], [-4.420, -1.523, 1.147], [-4.028, -1.072, -0.368], [6.843, 0.603, -5.654], [7.971, 0.791, -4.821], [7.850, 1.885, -3.929], [7.467, 1.444, -2.534], [6.176, 0.860, -2.494], [6.188, -0.556, -2.478], [6.964, -0.358, -6.150], [5.914, 0.594, -5.078], [6.783, 1.388, -6.416], [7.114, 2.603, -4.305], [8.821, 2.388, -3.886], [7.455, 2.319, -1.877], [8.214, 0.742, -2.151], [6.518, -0.931, -1.503], [6.836, -0.964, -3.257], [5.166, -0.889, -2.652], [0.247, -2.222, -4.564], [-1.142, -2.112, -4.819], [-1.684, -3.214, -5.529], [-2.366, -4.204, -4.611], [-1.449, -4.817, -3.722], [-1.439, -4.238, -2.430], [0.510, -1.435, -3.858], [0.503, -3.189, -4.126], [0.826, -2.080, -5.483], [-0.899, -3.722, -6.099], [-2.417, -2.820, -6.239], [-2.827, -4.993, -5.214], [-3.161, -3.700, -4.051], [-2.336, -4.527, -1.869], [-1.386, -3.147, -2.478], [-0.563, -4.609, -1.905], [-1.953, 1.408, 5.182], [-2.683, 2.120, 4.200], [-4.078, 2.185, 4.456], [-4.500, 3.487, 5.101], [-3.958, 3.641, 6.400], [-2.833, 4.495, 6.448], [-0.895, 1.543, 4.961], [-2.161, 1.776, 6.189], [-2.188, 0.338, 5.135], [-4.384, 1.347, 5.091], [-4.592, 2.086, 3.496], [-5.590, 3.492, 5.195], [-4.212, 4.328, 4.461], [-3.126, 5.542, 6.310], [-2.101, 4.228, 5.683], [-2.379, 4.384, 7.431], [-5.697, -6.289, -0.468], [-5.785, -7.683, -0.232], [-6.397, -8.408, -1.284], [-5.380, -9.074, -2.185], [-4.583, -8.128, -2.874], [-3.315, -7.909, -2.282], [-5.048, -5.871, 0.299], [-5.273, -6.074, -1.452], [-6.683, -5.817, -0.393], [-7.039, -7.748, -1.878], [-7.029, -9.178, -0.831], [-5.908, -9.674, -2.933], [-4.749, -9.746, -1.594], [-2.643, -8.754, -2.470], [-3.398, -7.750, -1.205], [-2.891, -7.017, -2.743], [-2.637, 5.758, -2.862], [-1.227, 5.674, -2.949], [-0.573, 5.670, -1.693], [-0.169, 4.277, -1.265], [-1.293, 3.443, -1.038], [-1.575, 2.558, -2.108], [-3.034, 5.562, -3.856], [-3.043, 5.022, -2.163], [-2.951, 6.760, -2.548], [-1.215, 6.118, -0.927], [0.326, 6.286, -1.784], [0.387, 4.342, -0.324], [0.490, 3.831, -2.017], [-0.843, 1.741, -2.148], [-1.577, 3.077, -3.069], [-2.562, 2.135, -1.928], [4.691, 2.095, 3.886], [3.748, 2.826, 3.123], [2.542, 3.100, 3.813], [2.512, 4.513, 4.350], [3.497, 4.728, 5.345], [4.653, 5.393, 4.873], [5.638, 2.132, 3.351], [4.822, 2.526, 4.881], [4.385, 1.048, 3.989], [2.401, 2.388, 4.633], [1.715, 2.974, 3.107], [1.535, 4.697, 4.805], [2.639, 5.223, 3.526], [4.442, 6.449, 4.669], [5.044, 4.927, 3.965], [5.404, 5.331, 5.658]]
}